Record 1
Computed, not measured: a molecular structure, C9H27ClIN2OP2Yb in a non-equilibrium geometry, with ωB97M-V/def2-TZVPD.

Output
frontier orbital gap (spin up / spin down): 7.789 / 7.245 eV
multiplicity: 2
<S²>: 0.7510
HOMO energy (spin up / spin down): -0.54921 / -0.55074 hartree
energy: -85518.82456 eV
total charge: +2

Element x y z (Å)
C 2.744 1.059 -5.162
I 1.940 1.040 -3.131
H 2.626 0.060 -5.588
H 3.794 1.341 -5.061
H 2.175 1.811 -5.712
Yb 0.317 0.396 -0.499
P 2.406 -1.158 0.512
C 3.699 -0.013 1.071
C 2.193 -2.337 1.913
H 3.122 -2.857 2.192
H 4.083 -2.690 -0.471
H 1.429 -3.081 1.622
H 2.432 -2.891 -1.166
H 3.270 0.580 1.886
H 1.815 -1.773 2.784
C 3.184 -2.164 -0.815
H 4.608 -0.501 1.418
H 3.433 -1.491 -1.652
H 3.933 0.660 0.241
P -2.350 0.749 -1.259
C -2.692 2.530 -1.282
C -2.672 0.158 -2.969
H -3.587 -1.061 -0.214
H -4.729 0.249 -0.683
H -3.670 0.443 0.760
C -3.734 0.033 -0.264
H -2.507 -0.933 -2.981
H -3.685 0.387 -3.321
H -3.685 2.795 -1.638
H -1.935 3.004 -1.915
H -1.929 0.632 -3.630
H -2.562 2.896 -0.257
Cl -0.533 -1.973 -0.678
C -1.051 1.894 3.980
N -1.290 0.483 3.711
C -1.001 -0.133 2.548
N -1.336 -1.439 2.519
O -0.441 0.473 1.561
H -0.600 2.383 3.121
H -0.391 1.977 4.843
H -2.000 2.373 4.221
H -1.726 -0.090 4.432
H -1.317 -2.005 1.672
H -1.782 -1.815 3.339

Results of the natural (NBO) charge analysis, in e, for atoms 1 through 4:
1 C -0.5796
2 I 0.0586
3 H 0.2539
4 H 0.2537

Record 2
Computed, not measured: a molecular structure, C27H57ClN8P2Pd, with ωB97M-V/def2-TZVPD.

Output
frontier orbital gap: 7.466 eV
multiplicity: 1
HOMO energy: -0.25691 hartree
energy: -75426.75771 eV

Element x y z (Å)
Pd 0.185 -1.626 0.713
Cl 0.543 -3.986 -0.742
C 0.091 -3.596 1.008
H 0.722 -4.218 1.628
H -0.942 -3.941 1.074
C -0.727 -1.594 5.488
C 0.190 -1.823 4.286
C 0.439 -3.310 4.079
P -0.299 -0.887 2.757
C 0.566 0.727 3.013
C 0.533 1.305 4.428
C 2.014 0.623 2.530
C -2.107 -0.515 2.686
C -2.691 0.514 3.653
C -2.941 -1.792 2.644
H -0.300 -2.094 6.361
H -1.713 -2.027 5.319
H -0.852 -0.543 5.736
H 1.165 -1.376 4.511
H -0.470 -3.842 3.789
H 0.793 -3.745 5.018
H 1.203 -3.465 3.325
H 0.031 1.381 2.325
H 1.098 0.692 5.133
H -0.471 1.444 4.824
H 1.015 2.285 4.406
H 2.578 -0.121 3.099
H 2.507 1.589 2.668
H 2.049 0.359 1.476
H -2.122 -0.060 1.689
H -2.665 0.186 4.690
H -3.739 0.679 3.390
H -2.184 1.475 3.573
H -3.023 -2.257 3.629
H -2.521 -2.523 1.954
H -3.954 -1.558 2.308
N 3.828 -3.811 -1.810
C 4.786 -2.876 -1.622
N 5.743 -2.766 -2.579
N 4.840 -2.072 -0.596
C 3.852 -2.176 0.276
N 2.987 -2.264 1.043
H 3.701 -4.212 -2.723
H 3.013 -3.797 -1.208
H 5.937 -3.549 -3.176
H 6.519 -2.173 -2.337
N -0.229 0.316 0.164
P -0.508 0.998 -1.169
N 0.673 0.780 -2.374
C 1.244 -0.561 -2.415
C 2.649 -0.545 -2.995
C 2.654 0.120 -4.368
C 2.020 1.506 -4.283
C 0.623 1.423 -3.675
N -2.010 0.585 -1.828
C -2.828 -0.456 -1.234
C -3.132 -1.559 -2.242
C -3.787 -0.970 -3.489
C -2.936 0.160 -4.065
C -2.626 1.199 -2.989
N -0.592 2.685 -1.207
C -1.767 3.288 -0.556
C -1.425 3.832 0.825
C -0.408 4.978 0.711
C 0.440 4.822 -0.558
C 0.681 3.355 -0.879
H 0.603 -1.246 -2.998
H 1.248 -0.886 -1.378
H 3.031 -1.567 -3.062
H 3.302 0.006 -2.313
H 2.077 -0.494 -5.070
H 3.670 0.182 -4.764
H 1.961 1.966 -5.272
H 2.640 2.154 -3.656
H -0.027 0.864 -4.369
H 0.198 2.420 -3.558
H -3.782 -0.022 -0.887
H -2.302 -0.848 -0.364
H -3.780 -2.312 -1.786
H -2.192 -2.055 -2.509
H -4.770 -0.569 -3.215
H -3.963 -1.742 -4.242
H -3.446 0.635 -4.908
H -1.994 -0.250 -4.440
H -3.570 1.685 -2.689
H -1.980 1.987 -3.374
H -2.550 2.533 -0.489
H -2.160 4.097 -1.184
H -1.006 3.007 1.403
H -2.331 4.160 1.340
H 0.238 4.989 1.592
H -0.923 5.941 0.690
H 1.400 5.331 -0.448
H -0.063 5.289 -1.409
H 1.168 2.866 -0.023
H 1.362 3.257 -1.726

Results of the Löwdin charge analysis, in e, for atoms 1 through 4:
1 Pd 0.5718
2 Cl 0.4380
3 C -0.7027
4 H -0.0296

Record 3
Computed, not measured: 2 unconnected molecules or ions with the total composition C2Br3ClF2, with ωB97M-V/def2-TZVPD.

Output
frontier orbital gap (spin up / spin down): 9.484 / 5.504 eV
multiplicity: 1
HOMO energy (spin up / spin down): -0.40315 / -0.33294 hartree
energy: -230156.03626 eV

Element x y z (Å)
C -0.344 -0.617 0.298
C 0.884 0.210 0.104
F -0.076 -1.766 0.963
F -0.888 -0.987 -0.858
Cl 1.560 0.966 1.439
Br -1.678 0.337 1.372
Br 1.904 -0.107 -1.413
Br -1.363 1.964 -1.905

Results of the natural (NBO) charge analysis, in e, for atoms 1 through 4:
1 C 0.5639
2 C -0.2584
3 F -0.3262
4 F -0.3077

Record 4
Computed, not measured: a molecular structure, C36H49LiN7O5PS in a non-equilibrium geometry, with ωB97M-V/def2-TZVPD.

Output
frontier orbital gap: 8.237 eV
multiplicity: 1
HOMO energy: -0.28589 hartree
energy: -79129.87618 eV

Element x y z (Å)
Li -0.281 -1.037 0.603
N 2.054 -1.077 -3.784
C 1.436 -0.931 -2.584
N 1.433 -1.810 -1.646
C 2.125 -3.011 -1.845
N 2.286 -3.843 -0.887
N 1.849 -3.438 0.329
C 1.096 -4.138 1.054
C 0.690 -3.576 2.378
C 1.300 -3.967 3.561
C 0.928 -3.336 4.738
C -0.069 -2.377 4.703
C -0.670 -2.097 3.484
N -0.285 -2.666 2.341
C 2.740 -3.278 -3.155
C 3.386 -4.471 -3.465
C 4.009 -4.640 -4.686
C 3.996 -3.605 -5.621
C 3.355 -2.416 -5.334
C 2.722 -2.255 -4.103
H 2.079 -0.308 -4.430
H 0.906 0.005 -2.420
H 0.718 -5.124 0.755
H 2.069 -4.731 3.551
H 1.408 -3.598 5.673
H -0.382 -1.859 5.601
H -1.477 -1.372 3.400
H 3.389 -5.260 -2.723
H 4.517 -5.568 -4.913
H 4.486 -3.729 -6.579
H 3.344 -1.604 -6.054
C 4.754 2.050 -3.421
C 4.259 1.282 -2.222
C 5.102 0.403 -1.543
C 4.668 -0.263 -0.408
C 3.382 -0.038 0.062
C 2.514 0.811 -0.605
C 2.965 1.467 -1.743
S 2.817 -0.843 1.561
C 3.637 0.268 2.710
O 1.353 -0.525 1.666
H 5.488 1.474 -3.986
H 5.234 2.978 -3.102
H 3.933 2.313 -4.087
H 6.108 0.234 -1.911
H 5.326 -0.958 0.107
H 1.500 0.950 -0.240
H 2.292 2.140 -2.267
H 3.277 1.279 2.553
H 4.711 0.200 2.524
H 3.406 -0.073 3.721
N -2.065 -2.287 -0.019
C -3.194 -2.019 0.011
N -4.496 -1.769 -0.011
C -5.382 -2.515 0.900
C -6.427 -1.580 1.506
C -5.781 -0.240 1.854
C -5.325 0.496 0.582
C -5.016 -0.500 -0.544
H -4.769 -2.950 1.688
H -5.864 -3.333 0.358
H -6.848 -2.058 2.391
H -7.247 -1.421 0.801
H -4.907 -0.419 2.487
H -6.475 0.380 2.421
H -4.434 1.069 0.810
H -6.099 1.186 0.233
H -4.280 -0.091 -1.232
H -5.917 -0.736 -1.113
C -1.361 3.897 2.647
C -0.150 2.986 2.450
C 1.114 3.820 2.322
C -0.038 2.009 3.621
O -0.227 2.282 1.181
P -1.444 1.346 0.694
O -2.184 0.718 1.817
O -0.891 0.451 -0.384
O -2.437 2.430 0.030
C -2.258 3.175 -1.193
C -2.797 4.568 -0.915
C -0.804 3.276 -1.662
C -3.095 2.485 -2.265
H -1.380 4.270 3.672
H -2.281 3.343 2.457
H -1.322 4.749 1.965
H 1.328 4.338 3.260
H 1.002 4.557 1.525
H 1.954 3.177 2.066
H 0.263 2.549 4.521
H 0.697 1.236 3.390
H -0.996 1.516 3.790
H -2.200 5.053 -0.141
H -3.831 4.511 -0.566
H -2.760 5.178 -1.821
H -0.199 3.821 -0.934
H -0.777 3.807 -2.615
H -0.372 2.282 -1.784
H -4.120 2.356 -1.907
H -2.675 1.497 -2.474
H -3.109 3.072 -3.185

Results of the Löwdin charge analysis, in e, for atoms 1 through 4:
1 Li 0.5307
2 N 0.1273
3 C -0.1606
4 N 0.1604

Record 5
Computed, not measured: 3 unconnected molecules or ions with the total composition C4H13O4 in a non-equilibrium geometry, with ωB97M-V/def2-TZVPD.

Output
frontier orbital gap: 7.986 eV
multiplicity: 1
HOMO energy: -0.15298 hartree
energy: -12549.01587 eV
total charge: -1

Element x y z (Å)
C 1.403 0.021 -1.060
O 1.754 -1.350 -1.232
C 0.002 0.331 -1.742
C -1.201 0.729 -0.885
C -1.281 -0.313 0.340
O -0.338 -0.097 1.271
H 1.349 0.380 -0.044
H 2.157 0.567 -1.624
H 1.061 -1.802 -0.734
H -0.193 -0.696 -2.112
H 0.156 0.987 -2.614
H -1.182 1.720 -0.452
H -2.097 0.647 -1.528
H -1.211 -1.357 -0.102
H -2.315 -0.305 0.743
H 0.423 2.389 1.043
H 0.002 1.264 2.035
O 0.070 2.293 1.947
H 1.125 -2.081 1.880
H -0.112 -1.234 2.315
O 0.430 -2.091 2.555

Results of the natural (NBO) charge analysis, in e, for atoms 1 through 4:
1 C -0.0838
2 O -0.7332
3 C -0.4303
4 C -0.4401

Record 6
Computed, not measured: 2 unconnected molecules or ions with the total composition C3H10N in a non-equilibrium geometry, with ωB97M-V/def2-TZVPD.

Output
frontier orbital gap: 11.073 eV
multiplicity: 1
HOMO energy: -0.61066 hartree
energy: -4755.47796 eV
total charge: +1

Element x y z (Å)
C -2.155 -0.966 -2.278
H -2.997 -1.537 -2.645
H -2.126 0.024 -2.734
H -2.180 -0.859 -1.189
H -1.195 -1.432 -2.493
C 1.776 -0.192 1.473
C -0.015 1.239 0.635
N 0.699 0.193 0.531
H 2.094 -1.188 1.221
H 2.568 0.532 1.295
H 1.439 -0.101 2.501
H 0.078 1.883 1.501
H -0.776 1.408 -0.116
H 0.370 -0.472 -0.160

Results of the natural (NBO) charge analysis, in e, for atoms 1 through 4:
1 C -0.8503
2 H 0.2481
3 H 0.2175
4 H 0.1803

Record 7
Computed, not measured: a single C3N2O3 molecule in a non-equilibrium geometry, with ωB97M-V/def2-TZVPD.

Output
frontier orbital gap: 11.530 eV
multiplicity: 1
HOMO energy: -0.42044 hartree
energy: -12233.33474 eV
SMILES string: O=C=NC(=O)N=C=O

Element x y z (Å)
O -2.557 1.471 0.158
C -1.893 0.528 0.118
N -1.315 -0.529 0.100
C -0.051 -1.011 -0.278
O 0.284 -2.143 -0.426
N 0.828 0.070 -0.214
C 1.849 0.579 0.089
O 2.770 1.165 0.431

Results of the natural (NBO) charge analysis, in e, for atoms 1 through 4:
1 O -0.4529
2 C 0.9200
3 N -0.6074
4 C 0.8139

Record 8
Computed, not measured: a molecular structure, C22H37ClF9N4O9PS3, with ωB97M-V/def2-TZVPD.

Output
frontier orbital gap: 5.660 eV
multiplicity: 1
HOMO energy: -0.29584 hartree
energy: -126570.80140 eV

Element x y z (Å)
C 6.310 6.093 1.716
O 6.555 4.912 0.977
C 5.489 3.987 0.978
C 5.990 2.724 0.298
C 4.899 1.694 -0.039
C 3.751 1.573 0.984
C 3.203 0.138 1.157
C 1.749 -0.053 0.669
C 1.736 -0.695 -0.714
N 0.435 -1.292 -1.125
Cl -0.173 -2.460 -0.064
C -0.213 -1.028 -2.213
N -1.287 -1.820 -2.661
C -0.784 -2.129 -4.031
O -1.824 -2.394 -4.909
C 0.144 -3.379 -3.966
O -0.124 -4.171 -2.826
C -1.240 -4.973 -2.899
C -1.760 -5.318 -1.543
O -1.686 -5.327 -3.948
C -0.077 -0.759 -4.434
P -1.144 0.239 -5.636
S -3.018 0.468 -5.201
C 1.309 -0.939 -5.081
F 1.728 0.229 -5.610
F 1.262 -1.843 -6.071
F 2.253 -1.324 -4.205
N 0.184 -0.059 -3.140
C -0.428 1.299 -2.915
C -0.257 1.822 -1.494
C -1.542 2.449 -0.950
C -2.626 1.374 -0.821
O -2.972 1.238 0.517
C -3.871 0.168 0.733
H 6.391 6.961 1.058
H 5.312 6.091 2.163
H 7.045 6.181 2.520
H 4.621 4.407 0.447
H 5.187 3.783 2.013
H 6.473 3.039 -0.630
H 6.774 2.281 0.917
H 5.378 0.717 -0.138
H 4.482 1.957 -1.017
H 2.932 2.228 0.673
H 4.078 1.937 1.959
H 3.859 -0.552 0.619
H 3.237 -0.137 2.210
H 1.199 -0.677 1.374
H 1.262 0.922 0.655
H 2.025 -0.016 -1.516
H 2.433 -1.536 -0.720
H -2.073 -1.169 -2.799
H -2.624 -2.668 -4.448
H -0.047 -3.939 -4.882
H 1.205 -3.151 -3.930
H -2.556 -6.051 -1.643
H -2.112 -4.413 -1.048
H -0.958 -5.738 -0.934
H -0.845 -0.437 -6.824
H -0.426 1.432 -5.706
H 0.053 1.985 -3.612
H -1.488 1.250 -3.170
H 0.577 2.525 -1.443
H -0.034 1.012 -0.808
H -1.335 2.837 0.048
H -1.889 3.280 -1.568
H -2.201 0.397 -1.150
H -3.491 1.557 -1.474
H -4.793 0.303 0.153
H -4.093 0.121 1.795
H -3.416 -0.782 0.412
C -3.982 -2.852 8.473
F -3.473 -4.023 8.869
F -5.310 -2.935 8.523
F -3.584 -1.912 9.329
S -3.387 -2.506 6.761
O -3.922 -3.567 5.956
O -1.959 -2.410 6.872
N -4.127 -1.117 6.592
S -4.004 -0.278 5.273
O -4.672 -0.844 4.128
O -2.716 0.315 5.032
C -5.079 1.127 5.791
F -4.591 1.753 6.860
F -6.319 0.725 6.067
F -5.141 2.007 4.782

Results of the Löwdin charge analysis, in e, for atoms 1 through 4:
1 C -0.1026
2 O -0.1904
3 C -0.2658
4 C -0.1742

Record 9
Computed, not measured: 2 unconnected molecules or ions with the total composition C2H7Cl2N2O2 in a non-equilibrium geometry, with ωB97M-V/def2-TZVPD.

Output
frontier orbital gap (spin up / spin down): 8.679 / 8.679 eV
multiplicity: 1
HOMO energy (spin up / spin down): -0.46959 / -0.46957 hartree
energy: -34298.14968 eV
total charge: +1

Element x y z (Å)
C 1.548 -0.016 0.340
C -0.723 -0.442 -0.301
N 1.670 -0.040 1.659
N -0.845 0.616 -1.313
O -1.489 -0.330 0.818
O -0.677 -1.609 -0.989
Cl 1.959 1.489 -0.577
Cl 2.227 -1.436 -0.378
H 2.548 -0.325 2.076
H 1.525 0.708 2.309
H -1.745 0.707 -1.790
H -0.477 1.547 -0.956
H -0.072 0.472 -2.022
H -1.190 -0.898 1.563
H 0.321 -1.772 -0.963

Results of the natural (NBO) charge analysis, in e, for atoms 1 through 4:
1 C 0.0291
2 C 0.6738
3 N -0.8654
4 N -0.7515